# 1
{"formula": "C7H12NOS2", "method": "wB97M-V/def2-TZVPD", "elements": ["S", "S", "O", "N", "C", "C", "C", "C", "C", "C", "C", "H", "H", "H", "H", "H", "H", "H", "H", "H", "H", "H", "H"], "coordinates": [[0.25019, 0.38159, -2.09907], [0.11608, 1.72160, 1.27309], [-0.76740, -2.69192, 0.57646], [2.13003, 0.41718, -0.00937], [-2.98232, -2.67955, -0.34869], [-1.52080, -0.48752, -0.14021], [2.56386, 1.79361, 0.35671], [1.38366, 2.68627, 0.34760], [-1.69482, -2.05925, 0.15453], [-0.24205, 0.03520, -0.52348], [0.82827, 0.06819, 0.52831], [-3.27709, -3.28796, 0.52311], [-3.71445, -1.95905, -0.67179], [1.50757, 0.34331, -1.55125], [-2.62791, -3.11538, -1.30250], [3.04553, 1.69066, 1.31845], [0.57177, -0.74232, 1.27211], [-2.37516, -0.12540, -0.62943], [1.46061, 3.53950, 0.91349], [-1.67454, -0.17657, 0.92699], [0.87411, 2.84220, -0.56721], [3.19249, 2.09540, -0.47998], [2.95237, -0.28978, 0.13211]], "forces_ev_per_angstrom": [[-1.331, -0.219, 0.292], [0.576, -1.009, -0.172], [-0.500, 0.379, 0.355], [1.301, -2.075, 0.754], [1.155, 0.575, 0.601], [-0.969, -0.750, 2.990], [0.509, -0.938, -1.229], [-1.834, -2.649, 0.721], [1.218, 0.476, -1.857], [1.539, -0.374, -0.925], [-1.212, 0.804, 0.711], [-0.368, -0.469, -1.160], [-0.411, 0.308, 0.426], [0.917, 0.354, -0.058], [-0.409, -0.800, 0.737], [0.351, 0.752, 0.160], [1.196, 0.683, -0.698], [-0.853, 0.493, -1.149], [0.554, 2.237, 1.030], [-0.056, 0.050, -0.629], [0.298, 0.479, -1.307], [0.705, 0.146, 0.458], [-2.376, 1.548, -0.051]], "nbo_charge": [0.27, 0.28, -0.51, -0.65, -0.72, -0.64, -0.23, -0.50, 0.65, 0.06, -0.21, 0.27, 0.23, 0.21, 0.27, 0.23, 0.30, 0.26, 0.26, 0.27, 0.23, 0.23, 0.44], "gap_ev": 8.158, "charge": 1, "total_energy_ev": -32652.9230, "lumo_ev": -5.0192}

# 2
{"formula": "C32H35Cl2HfN5O5PS2", "method": "wB97M-V/def2-TZVPD", "elements": ["Hf", "Cl", "Cl", "S", "S", "P", "O", "O", "O", "O", "O", "N", "N", "N", "N", "N", "C", "C", "C", "C", "C", "C", "C", "C", "C", "C", "C", "C", "C", "C", "C", "C", "C", "C", "C", "C", "C", "C", "C", "C", "C", "C", "C", "C", "C", "C", "C", "C", "H", "H", "H", "H", "H", "H", "H", "H", "H", "H", "H", "H", "H", "H", "H", "H", "H", "H", "H", "H", "H", "H", "H", "H", "H", "H", "H", "H", "H", "H", "H", "H", "H", "H", "H"], "coordinates": [[-0.25561, 1.17261, -0.08141], [-2.20783, 6.74709, -3.76071], [-4.47638, 6.51541, -1.55142], [1.26678, -0.95035, 0.54035], [-0.56149, -2.97044, -1.49226], [1.06645, -2.75743, -0.41803], [1.33297, -3.92560, 0.61380], [2.28476, -2.92240, -1.40208], [0.11362, 0.08051, -2.05707], [-3.75244, 2.61701, 1.55834], [1.73105, 3.65413, -2.75780], [1.90376, 1.97872, 0.34042], [0.10322, 2.80100, -1.34133], [-0.67467, 1.00303, 2.24570], [-1.72291, 2.59633, 0.42480], [-2.18177, -0.10235, -0.36178], [-1.97160, 0.43941, 4.63903], [-3.61596, -1.79470, 0.55651], [-1.72545, 0.18962, -3.66634], [-3.04158, 4.47735, -0.56733], [-2.62510, 1.13041, 3.63212], [-2.60699, 0.87123, -2.59703], [-2.96088, -0.05349, -1.46226], [0.93732, -4.18444, 1.98997], [1.93377, -3.58113, 2.96212], [-1.93642, 1.41573, 2.47362], [-2.51388, -0.97893, 0.60771], [-0.05589, 0.32398, 3.22235], [4.63475, 2.16120, -0.11431], [3.69489, -3.23249, -1.16011], [-0.96869, 3.70546, -1.53059], [-0.65535, 0.04776, 4.43399], [4.30480, -2.32588, -0.10786], [-2.12993, 5.54929, -2.52560], [3.87830, -4.70625, -0.85113], [3.73363, 2.52211, -1.10318], [-0.25046, 0.44128, -3.41633], [-4.41102, -1.75111, -0.57654], [-2.59872, 2.28062, 1.42072], [4.14768, 1.74608, 1.11597], [2.78352, 1.66322, 1.29739], [-3.12069, 5.44953, -1.55627], [-0.49289, -3.76749, 2.26474], [-1.97299, 3.59466, -0.55345], [2.38519, 2.42331, -0.83824], [1.37157, 3.01709, -1.79763], [-4.06782, -0.87894, -1.59096], [-1.05204, 4.67517, -2.51274], [-3.64829, 1.47064, 3.71696], [0.93674, -0.04143, 3.00566], [4.81343, 1.48921, 1.92813], [-0.56674, -2.67968, 2.28829], [4.19520, -1.27598, -0.38270], [2.94236, -3.94588, 2.75696], [0.36788, -0.14511, -4.09308], [-1.97126, 0.56920, -4.65884], [1.00572, -5.26789, 2.05044], [-0.09612, -0.47767, 5.19632], [2.37416, 1.35033, 2.24688], [-5.27711, -2.39446, -0.67115], [3.24700, -5.31195, -1.50122], [-0.00328, 1.49252, -3.53994], [4.91919, -4.98146, -1.02695], [-2.09917, 1.75632, -2.22598], [-2.47598, 0.21170, 5.56978], [1.66374, -3.86924, 3.98021], [3.62620, -4.92906, 0.18513], [-3.53444, 1.22040, -3.04661], [-0.27380, 4.76208, -3.25641], [-0.12328, -0.88923, -1.95080], [-3.83010, -2.46728, 1.37648], [4.04216, 2.90985, -2.06419], [5.70088, 2.23035, -0.29101], [4.13964, -3.01654, -2.12760], [-1.84607, -1.03707, 1.45253], [-1.16883, -4.15521, 1.50117], [1.93283, -2.49363, 2.88589], [-1.91213, -0.88671, -3.67344], [3.82129, -2.48324, 0.85911], [5.36670, -2.55536, -0.00392], [-4.66078, -0.81971, -2.49448], [-0.79591, -4.15779, 3.23813], [-3.81243, 4.41205, 0.18239]], "forces_ev_per_angstrom": [[0.720, -1.181, -0.274], [0.002, 0.011, -0.027], [0.018, 0.004, 0.000], [-0.047, -0.299, 0.333], [0.052, 0.262, 0.211], [-0.144, -0.138, -0.356], [0.169, 0.149, 0.262], [0.183, 0.054, -0.049], [-0.486, 0.075, 0.102], [-0.165, 0.083, 0.012], [0.034, 0.096, -0.197], [0.286, -0.042, -0.216], [-0.152, 0.427, -0.128], [-0.322, 0.043, 0.013], [-0.250, 0.445, -0.098], [-0.306, -0.543, 0.034], [0.038, -0.043, 0.004], [-0.097, -0.117, -0.003], [0.033, 0.006, 0.176], [-0.044, -0.139, -0.007], [-0.048, -0.039, 0.165], [0.086, -0.254, -0.037], [0.097, 0.070, 0.010], [-0.151, -0.020, -0.036], [0.053, 0.007, -0.164], [0.033, 0.241, 0.005], [0.132, 0.051, -0.097], [0.022, -0.042, -0.134], [0.018, -0.006, 0.000], [-0.053, -0.007, 0.182], [0.149, 0.088, 0.081], [-0.077, 0.009, 0.105], [-0.091, 0.011, -0.018], [-0.102, 0.016, 0.036], [-0.081, 0.000, -0.007], [0.102, -0.028, -0.072], [-0.075, 0.005, -0.075], [-0.031, -0.036, -0.023], [0.269, 0.126, -0.085], [0.125, 0.055, -0.016], [-0.155, 0.018, 0.028], [0.017, 0.003, -0.027], [0.002, 0.014, -0.045], [-0.060, 0.099, 0.195], [0.003, 0.248, 0.146], [-0.147, -0.086, 0.265], [-0.088, -0.030, 0.009], [0.155, -0.067, -0.108], [0.044, 0.022, 0.010], [0.022, 0.007, -0.013], [-0.021, 0.016, -0.011], [-0.040, 0.059, 0.008], [0.008, -0.023, 0.023], [-0.061, 0.024, 0.032], [0.072, -0.039, 0.013], [0.008, 0.018, 0.011], [-0.014, -0.107, -0.034], [-0.030, -0.004, -0.033], [-0.018, -0.062, -0.012], [0.023, 0.048, 0.001], [0.043, 0.009, -0.002], [0.021, 0.044, 0.053], [-0.010, 0.011, 0.027], [-0.029, 0.165, 0.012], [0.020, 0.013, -0.027], [0.018, 0.005, -0.046], [0.009, -0.017, -0.030], [-0.029, 0.026, 0.001], [-0.041, 0.022, 0.004], [0.294, 0.033, 0.083], [0.037, 0.035, -0.040], [0.001, -0.013, 0.011], [-0.039, -0.008, 0.012], [0.010, 0.043, -0.100], [0.075, 0.010, 0.044], [0.034, 0.012, 0.031], [-0.002, 0.021, 0.029], [-0.042, -0.003, -0.060], [0.076, 0.013, -0.018], [-0.027, -0.021, -0.029], [0.013, 0.014, 0.028], [-0.004, 0.020, -0.035], [-0.040, 0.007, -0.011]], "lowdin_charge": [1.60, 0.70, 0.70, 0.41, 0.38, -0.06, -0.29, -0.31, -0.29, 0.11, 0.12, -0.03, -0.07, -0.01, -0.04, -0.01, -0.01, -0.03, -0.13, -0.02, 0.03, -0.10, -0.25, -0.42, -0.05, -0.20, -0.15, -0.15, -0.01, -0.41, -0.23, -0.02, -0.07, -0.68, -0.04, 0.03, -0.18, -0.01, -0.46, -0.02, -0.16, -0.67, -0.06, -0.21, -0.17, -0.45, 0.01, -0.03, 0.13, 0.05, 0.12, 0.04, 0.06, 0.08, 0.14, 0.13, 0.15, 0.12, 0.09, 0.12, 0.09, 0.11, 0.09, 0.08, 0.12, 0.09, 0.07, 0.13, 0.11, -0.05, 0.12, 0.13, 0.12, 0.14, 0.08, 0.08, 0.04, 0.11, 0.05, 0.09, 0.13, 0.09, 0.10], "gap_ev": 6.915, "charge": 1, "total_energy_ev": -108755.0953, "lumo_ev": -3.4681}

# 3
{"formula": "C5H12O2", "method": "wB97M-V/def2-TZVPD", "elements": ["O", "O", "C", "C", "C", "C", "C", "H", "H", "H", "H", "H", "H", "H", "H", "H", "H", "H", "H"], "coordinates": [[0.12779, 1.47107, -0.17050], [-1.28702, -0.18799, -0.25665], [0.03463, -0.03012, 0.00900], [0.42377, -0.43933, 1.29999], [0.83906, -0.86908, -1.02841], [-1.76205, -1.51552, -0.25325], [1.42309, 1.89752, 0.19400], [-2.89393, -1.27773, -0.64146], [-0.98539, -2.33739, -0.85846], [-1.97434, -1.96923, 0.88840], [0.13251, -1.58856, 1.67801], [1.31574, 1.79372, 1.38837], [1.53293, 3.00249, -0.07913], [0.40764, -0.58118, -1.97994], [0.48391, -1.91373, -0.72327], [-0.18476, 0.30422, 2.05432], [1.94038, -0.90892, -0.77151], [2.29719, 1.24086, -0.14102], [1.45084, -0.28998, 1.27489]], "forces_ev_per_angstrom": [[0.858, -2.671, -0.827], [-1.532, -1.048, -0.329], [0.226, 1.482, -3.580], [-3.131, -1.232, 5.952], [-0.090, -0.735, 2.081], [-2.350, -1.548, 0.810], [-0.140, 0.711, 3.069], [2.884, -1.551, 0.381], [-3.281, 2.358, 1.514], [0.888, 1.167, -2.809], [0.880, 3.136, -1.484], [1.374, 0.835, -2.327], [0.006, -1.728, 0.249], [0.902, -0.208, -0.553], [1.066, 1.371, -0.952], [1.859, -1.846, -1.368], [-1.166, 0.523, -1.129], [-1.206, 1.012, 0.064], [1.954, -0.025, 1.238]], "nbo_charge": [-0.54, -0.54, 0.53, -0.68, -0.68, -0.30, -0.28, 0.23, 0.19, 0.17, 0.24, 0.16, 0.21, 0.24, 0.21, 0.23, 0.22, 0.17, 0.22], "smiles": "COC(C)(C)OC", "gap_ev": 10.361, "charge": 0, "total_energy_ev": -9470.3428, "lumo_ev": 0.8364}

# 4
{"formula": "C3H5N3", "method": "wB97M-V/def2-TZVPD", "elements": ["N", "N", "N", "C", "C", "C", "H", "H", "H", "H", "H"], "coordinates": [[-1.84766, -1.22528, 0.16271], [-2.03174, -0.03173, 0.80962], [0.00447, -0.05206, -0.03423], [1.33617, 0.46680, -0.31278], [-0.92390, 0.64248, 0.67909], [-0.63831, -1.22472, -0.33114], [1.89025, 0.59992, 0.62179], [-0.72570, 1.63036, 1.07079], [-0.21843, -2.04584, -0.89862], [1.25328, 1.44120, -0.80414], [1.90158, -0.20114, -0.96308]], "forces_ev_per_angstrom": [[0.250, -0.043, -0.124], [0.189, 0.133, -0.013], [-0.223, 0.063, 0.118], [0.117, -0.006, -0.043], [-0.107, 0.013, 0.048], [0.057, 0.016, -0.017], [-0.080, -0.100, -0.156], [-0.089, -0.094, -0.010], [0.091, 0.255, 0.090], [0.004, -0.202, 0.028], [-0.207, -0.035, 0.079]], "nbo_charge": [-0.28, -0.28, -0.37, -0.40, 0.14, 0.14, 0.21, 0.20, 0.21, 0.21, 0.22], "smiles": "Cn1cnnc1", "gap_ev": 10.507, "charge": 0, "total_energy_ev": -7661.6057, "lumo_ev": 0.6589}

# 5
{"formula": "C5H5NO", "method": "wB97M-V/def2-TZVPD", "elements": ["O", "N", "C", "C", "C", "C", "C", "H", "H", "H", "H", "H"], "coordinates": [[-2.14195, -0.72526, 0.58408], [0.70827, -1.58512, -2.26187], [-0.30513, 0.46683, 0.73707], [-0.94353, -0.80797, 0.80534], [0.49867, -0.70597, -1.54200], [1.09768, 0.76922, 0.45195], [0.27844, 0.45535, -0.74474], [-0.98898, 1.30008, 0.93285], [-0.89192, 0.85205, -1.10890], [1.36750, 1.79313, 0.64444], [-0.53440, -1.82742, 0.85124], [1.85534, 0.01507, 0.65053]], "forces_ev_per_angstrom": [[-0.290, -0.791, 0.446], [-0.136, 0.478, 0.422], [1.451, -0.371, 0.725], [-2.592, -0.837, -0.013], [0.418, -0.960, -0.132], [0.252, 0.829, 0.213], [-4.675, 1.103, -1.676], [0.331, -0.440, -0.264], [4.165, 0.338, 0.173], [0.354, 0.111, -0.002], [0.840, 0.384, 0.216], [-0.118, 0.156, -0.107]], "nbo_charge": [-0.56, -0.30, -0.25, 0.36, 0.24, -0.38, -0.36, 0.25, 0.33, 0.24, 0.17, 0.26], "smiles": "N#C[C@@H]1C[C@@H]1C=O", "gap_ev": 10.329, "charge": 0, "total_energy_ev": -8799.6943, "lumo_ev": 0.4252}

# 6
{"formula": "C20H27NO2", "method": "wB97M-V/def2-TZVPD", "elements": ["O", "O", "N", "C", "C", "C", "C", "C", "C", "C", "C", "C", "C", "C", "C", "C", "C", "C", "C", "C", "C", "C", "C", "H", "H", "H", "H", "H", "H", "H", "H", "H", "H", "H", "H", "H", "H", "H", "H", "H", "H", "H", "H", "H", "H", "H", "H", "H", "H", "H"], "coordinates": [[-1.92986, 3.16132, -0.49085], [1.51962, -3.17226, 1.15363], [-0.65065, 1.36481, -0.09956], [-1.15947, -4.89409, 0.39521], [-0.62994, -2.43256, 0.27504], [2.50605, 5.25274, -0.16886], [1.11478, 4.07214, -1.72598], [1.86053, 5.18848, -1.39143], [-2.60281, 1.79639, 1.34754], [-1.99374, 2.35040, 2.63620], [-1.47973, -3.58250, -0.31896], [2.40224, 4.19437, 0.71726], [1.00943, 3.00555, -0.84537], [1.69014, -2.46496, -0.94362], [2.80441, -3.29932, 0.77937], [1.66019, 3.07713, 0.37963], [0.83673, -2.66754, 0.10290], [-1.03073, -1.06525, -0.29028], [0.19735, 1.78585, -1.20623], [-0.37871, 0.07862, 0.49809], [-1.71745, 2.16043, 0.16734], [2.97120, -2.87906, -0.50170], [-1.29045, -3.74870, -1.82352], [0.86186, 0.95782, -1.46545], [-0.81951, -2.42672, 1.35543], [-2.76583, 0.72203, 1.42325], [1.57962, 2.25698, 1.07882], [1.45017, -2.07096, -1.91008], [-0.25218, -3.97263, -2.05440], [-0.13111, -5.19123, 0.20370], [1.93144, 6.01431, -2.08412], [-0.43358, 2.02019, -2.06959], [3.49036, -3.69374, 1.50218], [3.08362, 6.12639, 0.09546], [-0.72474, 0.06080, 1.53188], [-2.11654, -0.95873, -0.25111], [-2.65182, 2.15463, 3.48020], [-1.85641, 3.42507, 2.54429], [-1.90471, -4.57155, -2.18186], [-0.72614, -0.99095, -1.33384], [-1.29230, -4.79297, 1.46998], [-2.52983, -3.33283, -0.12818], [0.70516, -0.07135, 0.51172], [-1.81490, -5.68646, 0.04142], [-1.58441, -2.85112, -2.36046], [0.60032, 4.03212, -2.67459], [3.88231, -2.86221, -1.06380], [2.89983, 4.23960, 1.67536], [-3.56599, 2.27947, 1.17611], [-1.02383, 1.90202, 2.84182]], "forces_ev_per_angstrom": [[-0.085, 0.307, -0.144], [-0.291, -0.073, 0.362], [0.325, 0.010, -0.224], [-0.176, 0.199, -0.081], [-0.147, -0.044, -0.075], [0.045, 0.099, 0.011], [0.031, -0.121, 0.035], [0.052, 0.072, -0.055], [0.044, 0.194, -0.017], [-0.090, -0.088, -0.055], [0.166, -0.144, 0.078], [0.053, -0.007, 0.093], [0.079, 0.053, -0.082], [-0.445, -0.026, 0.383], [0.688, 0.049, -0.569], [-0.021, -0.025, -0.072], [-0.127, 0.334, -0.665], [0.323, -0.055, 0.414], [-0.130, 0.211, -0.066], [-0.249, -0.351, -0.123], [-0.382, -0.274, 0.260], [0.124, -0.217, 0.531], [-0.152, 0.089, 0.224], [-0.086, -0.026, 0.021], [0.007, 0.018, -0.020], [-0.023, -0.046, -0.002], [-0.027, -0.089, 0.084], [-0.158, 0.099, -0.187], [0.105, -0.048, -0.067], [0.141, -0.070, -0.008], [-0.003, 0.069, -0.051], [0.144, -0.069, 0.035], [0.014, -0.055, 0.168], [0.039, 0.069, 0.018], [0.051, 0.004, 0.006], [-0.055, 0.019, -0.053], [0.008, 0.010, 0.089], [0.026, 0.085, 0.026], [-0.049, -0.069, -0.079], [-0.032, 0.041, -0.110], [0.016, -0.044, 0.141], [0.039, 0.039, 0.019], [-0.085, 0.041, 0.085], [-0.041, -0.116, -0.020], [-0.018, 0.094, -0.157], [-0.102, -0.004, -0.092], [0.230, -0.028, -0.046], [0.043, 0.003, 0.068], [0.081, -0.095, -0.098], [0.099, -0.023, 0.067]], "nbo_charge": [-0.63, -0.41, -0.45, -0.61, -0.26, -0.22, -0.19, -0.20, -0.49, -0.60, -0.19, -0.22, -0.03, -0.33, 0.08, -0.16, 0.30, -0.39, -0.24, -0.21, 0.69, -0.31, -0.62, 0.21, 0.22, 0.20, 0.20, 0.23, 0.21, 0.21, 0.21, 0.22, 0.20, 0.21, 0.21, 0.21, 0.21, 0.22, 0.21, 0.20, 0.21, 0.20, 0.21, 0.21, 0.21, 0.21, 0.23, 0.21, 0.24, 0.20], "smiles": "CCC(=O)N(CC[C@H](c1ccco1)C(C)C)Cc1ccccc1", "gap_ev": 9.369, "charge": 0, "total_energy_ev": -26763.5683, "lumo_ev": 0.7410}

Which formula does entry 4 have?
C3H5N3